{
  "formula": "C2H8N3O",
  "method": "wB97M-V/def2-TZVPD",
  "multiplicity": 2,
  "homo_energy_ev": [-3.11, -8.49],
  "e_above_lowest_ev": 1.9836,
  "s2": 0.754,
  "energy_ha": -320.37415,
  "elements": ["O", "N", "N", "N", "C", "C", "H", "H", "H", "H", "H", "H", "H", "H"],
  "coordinates": [[-0.352, 0.017, -0.681], [-0.748, -0.134, -2.932], [1.570, -0.154, 1.386], [-0.622, 0.741, 1.746], [0.558, 0.364, 2.122], [-0.312, -0.556, -1.771], [2.068, -1.028, 1.805], [-0.738, 0.694, 0.687], [-1.291, -0.764, -3.491], [0.761, 0.503, 3.236], [-1.287, 1.348, 2.477], [-0.328, -1.705, -1.764], [-0.680, 0.902, -3.221], [1.401, -0.229, 0.400]]
}